Below is 10 unconnected molecules or ions with the total composition C60H150N10O20 at a distorted geometry, with properties calculated with ωB97M-V/def2-TZVPD.

The geometry in XYZ format:
```
240
Properties=species:S:1:pos:R:3:forces:R:3:lowdin_spin:R:1
C -3.204032 -5.591194 -5.908677 -0.6 -0.5 -0.2 0.000
O -3.967408 -5.214727 -4.771590 0.1 0.4 0.2 0.000
C -3.713457 -3.915079 -4.210231 -0.1 -1.3 -0.7 0.000
C -2.486828 -3.887257 -3.375040 0.7 -0.2 1.1 0.000
N -1.340511 -3.353417 -4.040721 1.6 -0.5 -0.6 0.000
C -1.111048 -1.934053 -4.126385 -0.3 0.4 -0.4 0.000
C 0.225094 -1.594070 -4.833189 -0.7 -0.8 0.4 0.000
O 1.339567 -1.952085 -4.048622 0.2 -0.1 0.6 0.000
C 1.425660 -1.238133 -2.822453 0.4 0.0 0.2 0.000
H -3.583631 -5.134060 -6.822480 0.0 0.5 0.0 0.000
H -3.412391 -6.651414 -6.052235 0.2 -0.1 0.2 0.000
H -2.123901 -5.457242 -5.849699 0.0 0.2 0.3 0.000
H -4.555206 -3.706722 -3.549812 -0.4 0.2 -0.5 0.000
H -3.537606 -3.208867 -5.021667 -0.6 0.4 -0.1 0.000
H -2.180038 -4.879060 -3.042899 -0.4 -0.3 -0.2 0.000
H -2.746027 -3.414297 -2.427821 0.1 0.7 0.2 0.000
H -0.507076 -3.808927 -3.697221 0.2 0.0 -0.1 0.000
H -1.183834 -1.485926 -3.135431 0.0 0.5 0.2 0.000
H -1.917014 -1.534851 -4.742145 -0.1 0.3 0.0 0.000
H 0.335137 -0.561264 -5.163807 -0.4 0.3 0.3 0.000
H 0.240389 -2.205447 -5.735470 0.3 -0.1 0.0 0.000
H 1.349633 -0.159867 -2.962667 -0.1 0.2 -0.2 0.000
H 2.392935 -1.423200 -2.355300 0.1 -0.2 -0.4 0.000
H 0.704236 -1.525863 -2.057700 -0.4 -0.2 -0.2 0.000
C -9.418099 -1.484327 -8.271488 1.4 -0.2 -1.5 0.000
O -9.346165 -1.143736 -6.933187 0.3 0.1 1.8 0.000
C -8.045064 -0.600681 -6.569812 -0.7 1.0 -0.6 0.000
C -7.765196 -0.477117 -5.074405 0.1 -1.8 -0.1 0.000
N -7.214740 -1.798734 -4.631196 -1.6 -0.1 0.7 0.000
C -8.252478 -2.876667 -4.522118 0.5 0.0 -2.0 0.000
C -7.622065 -4.144426 -4.078786 0.3 -1.0 1.9 0.000
O -7.160236 -3.846993 -2.766519 1.1 -0.1 1.7 0.000
C -6.805000 -4.977324 -1.922765 -0.4 0.1 -1.7 0.000
H -8.956907 -0.709233 -8.883560 -0.1 0.4 -0.2 0.000
H -10.391268 -1.689132 -8.717695 -0.3 0.2 0.9 0.000
H -8.794563 -2.353123 -8.482427 0.1 -0.4 0.1 0.000
H -8.051686 0.398101 -7.006286 0.2 0.3 -0.1 0.000
H -7.203925 -1.138887 -7.006749 -0.2 -0.4 -0.2 0.000
H -8.647237 -0.112201 -4.548157 -0.4 -0.3 0.2 0.000
H -6.988892 0.258354 -4.863389 0.2 0.1 -0.5 0.000
H -6.885120 -1.762810 -3.677164 0.4 0.4 0.2 0.000
H -8.612535 -3.106572 -5.524913 -0.4 0.4 -0.1 0.000
H -9.106024 -2.672953 -3.875537 0.0 0.4 0.1 0.000
H -6.823508 -4.569043 -4.687150 0.3 0.5 -0.3 0.000
H -8.336402 -4.956605 -3.943947 -0.6 0.0 -0.4 0.000
H -6.224988 -4.703842 -1.041351 -0.2 0.5 -0.2 0.000
H -6.205159 -5.653985 -2.531384 0.2 -0.2 0.1 0.000
H -7.714076 -5.512331 -1.648055 -0.1 0.0 0.2 0.000
C 0.128939 -3.260216 2.843096 0.3 -0.9 0.0 0.000
O 0.490157 -4.020776 1.700039 0.0 0.5 0.0 0.000
C 0.101743 -3.404728 0.455466 -0.4 -0.4 1.2 0.000
C -1.370591 -3.701294 0.088571 0.4 -0.2 0.8 0.000
N -2.380329 -2.974034 0.911673 1.0 0.3 -1.1 0.000
C -3.740402 -3.316889 0.566220 0.1 0.5 0.7 0.000
C -4.681138 -2.639603 1.535453 -1.3 0.0 0.8 0.000
O -4.427376 -2.940619 2.903531 0.0 -0.1 -0.1 0.000
C -5.218425 -2.167327 3.812647 1.2 0.3 0.6 0.000
H -0.947491 -3.368478 2.975995 0.1 0.5 0.6 0.000
H 0.482883 -2.229580 2.818335 -0.3 0.3 -0.4 0.000
H 0.646040 -3.691645 3.700173 -0.2 -0.3 0.0 0.000
H 0.827655 -3.854448 -0.221963 -0.4 0.2 -0.5 0.000
H 0.279750 -2.335697 0.571975 0.0 0.2 -0.4 0.000
H -1.510491 -4.774574 0.217398 0.0 -0.4 0.1 0.000
H -1.504536 -3.550417 -0.982592 -0.2 0.6 0.2 0.000
H -2.270400 -3.165364 1.897268 0.1 -0.1 -0.1 0.000
H -3.916776 -4.391765 0.606705 -0.1 -0.4 0.0 0.000
H -3.983848 -2.974263 -0.439484 0.0 0.1 -0.1 0.000
H -5.693055 -3.014968 1.383065 -0.3 0.1 -0.6 0.000
H -4.734689 -1.552068 1.485351 0.4 0.2 -0.7 0.000
H -6.028428 -1.514381 3.487620 -0.4 -0.7 -1.0 0.000
H -4.569723 -1.392601 4.221437 0.3 -0.2 0.5 0.000
H -5.570692 -2.835054 4.598870 0.0 0.1 0.0 0.000
C -8.037111 1.071373 -1.719496 0.3 0.8 -0.2 0.001
O -7.169449 1.856909 -0.897777 0.2 -1.6 0.9 0.014
C -7.165137 3.198102 -1.183339 -0.8 0.5 1.2 0.032
C -5.987325 3.407914 -2.081897 -0.6 -0.5 -1.7 0.083
N -5.740953 4.738479 -2.526485 2.3 -0.2 1.2 0.586
C -5.165331 5.699302 -1.611299 -1.2 0.2 -0.3 0.072
C -3.568141 5.541293 -1.558310 -0.2 1.3 0.1 0.077
O -2.885330 6.024673 -2.696836 -1.4 -1.2 0.2 0.038
C -2.925530 7.428287 -2.932882 0.0 0.6 0.5 0.003
H -9.056691 1.315261 -1.421016 -0.2 -0.2 -0.4 0.000
H -7.860915 -0.001909 -1.647886 0.3 0.2 0.5 0.000
H -7.782071 1.371722 -2.735784 -0.7 -0.2 -0.4 0.000
H -6.999193 3.726682 -0.244625 -0.2 0.1 0.1 0.000
H -8.115235 3.523585 -1.606965 0.0 0.2 -0.2 0.002
H -6.181402 2.789156 -2.958009 0.4 0.0 -0.2 0.000
H -5.161518 2.947665 -1.539386 0.6 0.4 0.0 0.036
H -5.285415 4.786839 -3.426628 -0.4 0.2 -0.8 0.016
H -5.696110 5.606277 -0.663825 0.7 -0.4 0.4 0.002
H -5.516560 6.675419 -1.945848 0.7 0.3 -0.3 0.015
H -3.367633 4.507099 -1.278387 0.3 -0.1 -0.9 0.001
H -3.221482 6.094585 -0.685508 -0.4 0.4 0.3 0.011
H -2.537946 7.618224 -3.933791 0.5 -0.2 0.4 0.000
H -2.425418 7.948097 -2.115701 0.7 0.0 -0.2 0.001
H -3.887177 7.941376 -2.924481 -0.8 -0.7 -0.1 0.002
C 6.866314 -0.592419 1.636011 1.0 -1.1 0.6 0.000
O 8.225798 -0.380515 2.097406 -0.9 0.0 -1.4 0.000
C 8.750854 -1.483791 2.825703 0.8 0.7 0.7 0.000
C 10.281848 -1.351913 3.081994 -0.4 0.2 -0.8 0.000
N 11.171419 -1.772468 1.986538 -0.1 -0.5 -0.7 0.000
C 12.632987 -1.598699 2.115706 -0.1 -0.1 0.0 0.000
C 13.374381 -1.784204 0.759114 -0.6 0.1 0.8 0.000
O 13.012030 -0.753783 -0.133560 -0.5 -0.2 0.0 0.000
C 13.742082 -0.765917 -1.353060 -0.1 0.8 0.8 0.000
H 6.264282 -1.135526 2.364499 -0.1 0.3 0.7 0.000
H 6.860300 -1.337195 0.840167 0.1 0.4 -0.7 0.000
H 6.354645 0.336815 1.385379 0.5 0.0 -0.1 0.000
H 8.552108 -2.484562 2.442214 -0.4 0.1 -0.4 0.000
H 8.256575 -1.337929 3.786178 0.2 -0.8 0.5 0.000
H 10.428084 -1.995771 3.949264 0.5 0.2 0.1 0.000
H 10.449611 -0.293526 3.281460 0.1 0.2 0.7 0.000
H 10.959725 -1.237734 1.156272 -0.5 0.1 -0.1 0.000
H 13.043997 -2.329364 2.812357 -0.1 -0.2 0.0 0.000
H 12.861955 -0.622169 2.542383 0.2 0.4 -0.1 0.000
H 13.133894 -2.767363 0.354561 -0.2 -0.1 -0.2 0.000
H 14.456597 -1.779915 0.889134 0.2 0.1 0.4 0.000
H 13.259282 -0.011028 -1.973655 -0.2 -0.5 -0.4 0.000
H 13.817557 -1.765954 -1.780042 -0.2 0.1 -0.2 0.000
H 14.730289 -0.345751 -1.165955 0.4 -0.3 0.0 0.000
C 13.574678 -5.744975 -0.884495 1.2 0.0 0.4 0.000
O 13.196076 -4.537862 -1.478384 -0.8 1.2 -0.6 0.000
C 11.816038 -4.419667 -1.816454 -0.8 -0.8 0.3 0.000
C 10.880237 -4.233196 -0.597448 -0.1 0.0 -1.2 0.000
N 9.505975 -4.556896 -1.011951 -0.2 -1.6 1.2 0.000
C 8.695600 -4.758293 0.210574 -1.0 1.6 0.1 0.000
C 7.209014 -4.491730 -0.115231 0.6 0.0 0.5 0.000
O 6.408847 -4.300432 1.087907 3.0 -0.7 -0.7 0.000
C 5.207217 -3.734964 0.855977 -3.0 -0.7 -0.7 0.000
H 12.927526 -6.085694 -0.076276 -0.3 -0.2 -0.3 0.000
H 14.544422 -5.557557 -0.423426 0.0 0.3 0.2 0.000
H 13.839481 -6.524176 -1.599211 -0.8 -0.2 -0.3 0.000
H 11.480769 -5.287127 -2.384961 0.0 -0.8 0.5 0.000
H 11.550792 -3.686948 -2.578608 1.1 0.9 0.2 0.000
H 10.875094 -3.229883 -0.171490 0.5 0.1 0.0 0.000
H 11.196692 -4.909311 0.196798 -0.2 -0.1 0.0 0.000
H 9.066481 -3.835155 -1.565172 0.3 0.3 0.0 0.000
H 8.995141 -4.000436 0.934473 0.0 0.2 0.3 0.000
H 8.788532 -5.692473 0.764438 0.4 -0.4 -0.7 0.000
H 6.909530 -5.301046 -0.781129 -0.8 -0.3 0.3 0.000
H 7.155875 -3.589218 -0.724119 -0.1 0.4 0.0 0.000
H 5.132976 -2.897275 0.162521 0.7 0.7 0.3 0.000
H 4.636381 -3.605910 1.775532 0.5 0.7 0.3 0.000
H 4.536695 -4.430650 0.351475 -0.2 -0.6 -0.4 0.000
C -4.134634 -0.354442 -2.283298 0.4 -0.4 -2.0 0.000
O -3.284696 -0.334977 -1.172437 0.1 1.4 0.8 0.001
C -3.174302 0.944577 -0.458642 -1.8 -0.7 -0.8 0.002
C -2.441207 0.875586 0.827553 0.0 0.4 -0.1 0.000
N -1.051876 0.727624 0.495918 0.6 -0.8 -0.9 0.000
C -0.112758 0.656351 1.576586 0.9 0.6 0.4 0.000
C 1.428857 0.749734 1.151169 -2.1 0.6 1.9 0.000
O 1.871909 -0.310085 0.425543 0.4 -1.6 -1.5 0.000
C 3.270005 -0.226005 0.156136 -0.2 -1.0 0.5 0.000
H -3.943678 -1.228892 -2.905372 0.4 -0.7 0.6 0.000
H -3.894942 0.353534 -3.076644 0.2 1.1 0.3 0.000
H -5.222669 -0.392368 -2.230096 -0.2 0.4 1.3 0.000
H -4.175485 1.308218 -0.227337 -0.6 -0.2 0.0 0.001
H -2.702963 1.776997 -0.981143 0.3 -0.4 -1.0 0.000
H -2.855174 0.119348 1.494516 0.1 -0.2 0.2 0.000
H -2.636675 1.882100 1.197449 0.2 0.1 0.7 0.000
H -1.031862 -0.200254 0.097488 0.3 -0.3 -0.7 0.000
H -0.372130 -0.192576 2.209154 0.7 -0.6 0.1 0.000
H -0.343265 1.485160 2.245959 0.5 0.5 0.0 0.000
H 1.950557 0.709167 2.107359 0.2 0.5 0.4 0.000
H 1.646407 1.686118 0.637398 -0.2 0.3 0.0 0.000
H 3.796366 0.045593 1.071161 0.1 0.8 0.0 0.000
H 3.496169 0.377345 -0.723033 0.0 0.3 0.2 0.000
H 3.653835 -1.236222 0.013855 -0.4 -0.1 -0.5 0.000
C 2.645849 6.191953 3.189104 1.8 -0.1 2.0 0.000
O 3.892676 6.744171 3.646492 0.8 0.9 0.1 0.000
C 4.026668 7.130469 5.046999 0.4 -1.6 -0.9 0.000
C 4.681555 5.949553 5.798101 -1.3 0.0 0.2 0.000
N 3.736149 4.822675 6.035335 0.6 0.9 0.0 0.000
C 4.343197 3.743787 6.804504 -0.6 0.3 -0.1 0.000
C 5.067985 2.785666 5.900970 0.8 -0.5 0.3 0.000
O 4.231502 2.464609 4.834899 -0.3 -0.5 -2.1 0.000
C 4.762518 1.572732 3.821958 -1.0 -0.5 0.9 0.000
H 1.931910 7.014364 3.234201 -0.5 -0.5 -0.6 0.000
H 2.480409 5.414235 3.934672 -1.2 -0.1 -0.2 0.000
H 2.877777 5.677001 2.256824 -0.5 0.6 -0.2 0.000
H 3.070612 7.423959 5.480508 -0.1 0.0 0.0 0.000
H 4.739299 7.954597 5.079517 -0.2 0.2 -0.2 0.000
H 4.982487 6.269496 6.795683 0.2 0.2 0.0 0.000
H 5.565532 5.662725 5.228528 0.2 0.0 -0.1 0.000
H 3.523116 4.360588 5.162870 -0.2 0.3 -0.3 0.000
H 5.026247 4.127834 7.562161 0.0 0.0 0.0 0.000
H 3.523629 3.228837 7.305737 0.1 -0.2 0.2 0.000
H 5.298387 1.888329 6.475265 0.3 -0.3 0.1 0.000
H 5.993205 3.221394 5.523859 0.3 0.1 0.0 0.000
H 4.878699 0.592835 4.285011 0.6 -0.1 0.1 0.000
H 5.647164 1.852490 3.249922 0.3 0.5 0.6 0.000
H 3.997893 1.372099 3.071508 -0.4 0.6 0.1 0.000
C -8.873538 -1.262721 7.605802 -0.5 0.0 -0.3 0.000
O -8.061537 -0.178043 7.231740 1.2 0.0 0.3 0.000
C -8.238411 0.148663 5.867713 -0.5 0.0 0.0 0.000
C -7.255505 1.202680 5.363640 -0.8 0.6 1.0 0.000
N -5.890785 0.781932 5.481119 0.5 -0.9 -0.8 0.000
C -4.871091 1.799666 5.159843 -0.3 -1.1 0.0 0.000
C -4.398760 1.713421 3.650227 -0.2 1.3 1.1 0.000
O -3.895399 2.993980 3.216363 -0.4 0.5 0.0 0.000
C -2.697539 3.388623 3.903191 -0.1 -1.3 -0.8 0.000
H -9.912836 -1.067048 7.341840 -0.3 0.2 0.1 0.000
H -8.833723 -1.431131 8.681978 0.3 0.1 -0.2 0.000
H -8.626022 -2.159405 7.037652 0.4 -0.3 0.2 0.000
H -9.272090 0.494381 5.858081 -0.2 0.4 -0.8 0.000
H -8.182919 -0.743202 5.243539 0.1 -0.3 -0.1 0.000
H -7.353551 2.051238 6.040719 -0.5 0.6 0.0 0.000
H -7.559513 1.547849 4.375452 0.2 -0.2 -0.2 0.000
H -5.877936 0.408844 6.419595 0.9 0.0 0.1 0.000
H -4.034191 1.670081 5.846060 0.2 -0.3 -0.2 0.000
H -5.266164 2.774799 5.444667 0.0 0.5 -0.6 0.000
H -5.228777 1.454018 2.993052 -0.2 0.2 0.1 0.000
H -3.635421 0.959242 3.458830 0.2 -0.2 0.5 0.000
H -2.085001 2.498848 3.757630 0.7 0.0 0.9 0.000
H -2.855931 3.680039 4.941496 0.0 -0.2 0.0 0.000
H -2.138588 4.174588 3.395306 -0.6 0.3 -0.3 0.000
C -1.744131 1.541432 -5.404174 -0.9 0.2 0.7 0.000
O -1.737220 2.425717 -4.275356 0.5 -0.1 0.1 0.000
C -0.582491 2.410713 -3.426612 -0.6 0.7 -0.2 0.000
C -0.622878 3.574245 -2.383520 0.2 -1.7 -0.3 0.000
N 0.193272 3.059435 -1.273509 0.1 2.4 -0.4 0.001
C 0.239218 4.070671 -0.211924 -0.4 -0.1 0.6 0.000
C 0.847728 5.442587 -0.578782 2.0 -1.9 -0.6 0.000
O 0.819539 6.391422 0.404505 -0.9 0.9 1.6 0.000
C -0.279749 7.275080 0.392965 0.4 -0.2 -0.2 0.000
H -1.847084 0.487692 -5.145090 0.4 -0.1 0.4 0.000
H -0.910685 1.656866 -6.097092 0.1 0.3 0.1 0.000
H -2.705432 1.768117 -5.865286 0.2 0.2 -0.5 0.000
H 0.341693 2.489965 -3.999058 0.1 0.2 -0.3 0.000
H -0.490959 1.464654 -2.893045 -0.3 -0.2 0.2 0.000
H -1.618480 3.809240 -2.007162 -0.6 -0.4 -0.3 0.000
H -0.287917 4.533261 -2.778741 0.4 -0.3 -0.1 0.000
H -0.262421 2.233978 -0.911469 0.0 -0.4 0.3 0.000
H 0.768801 3.603569 0.618415 0.5 0.4 0.0 0.000
H -0.706416 4.304012 0.277390 -1.1 -0.2 -0.2 0.000
H 0.575835 5.865885 -1.545734 -0.3 -0.2 -0.1 0.000
H 1.908440 5.192368 -0.598103 0.3 0.2 -0.8 0.000
H -0.264102 7.839564 -0.539355 0.0 0.4 -0.1 0.000
H -0.162398 7.927975 1.257869 -0.2 0.0 -0.2 0.000
H -1.244884 6.769398 0.422662 -0.2 -0.3 0.3 0.000
```
Positions in Å, forces in eV/Å.

Values from the calculation:
* <S²>: 0.755
* total energy: -4427.43398 Eh
* net charge: +1
* lowest unoccupied orbital energy (spin up / spin down): -2.52 / -7.47 eV
* spin multiplicity: 2
* gap between HOMO and LUMO (spin up / spin down): 6.88 / 1.92 eV